{"formula": "C24H48ClNa2O28", "method": "ωB97M-V/def2-TZVPD", "e_tot_ev": -104334.690, "mol_weight_g_mol": 866.05, "orbital_gap_ev": 6.23, "charge": 1, "e_above_lowest_kcal_mol": 4.4, "elements": ["Cl", "Na", "Na", "O", "O", "O", "O", "O", "O", "O", "O", "O", "O", "O", "O", "O", "O", "O", "O", "O", "O", "O", "O", "O", "O", "O", "O", "O", "O", "O", "O", "C", "C", "C", "C", "C", "C", "C", "C", "C", "C", "C", "C", "C", "C", "C", "C", "C", "C", "C", "C", "C", "C", "C", "C", "H", "H", "H", "H", "H", "H", "H", "H", "H", "H", "H", "H", "H", "H", "H", "H", "H", "H", "H", "H", "H", "H", "H", "H", "H", "H", "H", "H", "H", "H", "H", "H", "H", "H", "H", "H", "H", "H", "H", "H", "H", "H", "H", "H", "H", "H", "H", "H"], "coordinates": [[-0.281, -0.287, 0.298], [4.992, -1.078, 0.680], [-5.324, 2.477, 2.079], [-3.333, 6.157, -6.045], [5.191, 4.596, -2.241], [-1.640, 2.118, 7.114], [-1.847, 0.243, 6.094], [4.625, -4.200, 2.826], [-2.640, 4.396, -5.043], [-5.850, -1.628, -5.012], [7.833, 2.150, 5.146], [-7.708, -0.990, 1.598], [6.269, 0.662, 4.492], [4.485, -2.364, -2.932], [2.604, -4.853, 3.795], [0.626, -0.372, 1.451], [-9.683, -2.061, 1.141], [-4.649, -3.501, -4.812], [0.374, 0.281, -0.803], [-7.955, -3.202, 1.090], [5.662, 2.734, -0.987], [-0.785, -1.656, -0.032], [-4.338, 4.081, -6.339], [-1.355, 0.643, 0.602], [5.774, 2.239, 5.873], [6.960, 4.566, -1.034], [3.524, -6.187, 2.324], [-2.994, 2.102, 5.292], [3.743, -3.738, -4.561], [-6.822, -3.711, -4.830], [4.883, -2.018, -5.202], [5.717, -0.855, -5.016], [7.983, 4.097, -0.160], [5.913, 3.829, -1.424], [-2.648, -0.768, 5.443], [4.408, -6.525, 1.249], [-1.809, 3.577, 7.299], [-10.613, -0.985, 1.378], [-2.384, 3.021, -4.768], [-3.433, -2.809, -4.955], [-3.558, 4.876, -5.833], [4.409, 2.119, 5.717], [2.595, -3.811, 4.755], [-4.257, 6.784, -6.849], [8.167, 3.373, 5.875], [2.801, -4.428, -3.746], [4.387, -2.695, -4.135], [-5.788, -2.846, -4.902], [3.941, 4.031, -2.751], [3.682, -5.025, 2.988], [-6.555, -3.422, 0.968], [-8.433, -1.950, 1.344], [-8.202, -3.297, -4.947], [-2.286, 1.522, 6.116], [6.603, 1.635, 5.143], [-0.994, 4.143, 7.751], [8.949, 4.499, -0.465], [7.706, 4.213, 5.356], [5.025, -5.823, 0.688], [3.485, 4.566, -3.584], [6.534, -0.996, -4.308], [-8.395, -2.305, -4.539], [-6.084, -2.818, 0.192], [-3.357, -0.242, 4.803], [-6.101, -3.279, 1.949], [6.204, -0.560, -5.946], [-1.942, -1.333, 4.836], [4.128, 3.024, -3.124], [2.213, -5.249, -4.157], [2.745, -2.854, 4.254], [3.305, -4.812, -2.859], [5.039, -0.094, -4.630], [-4.678, 6.115, -7.600], [4.144, 2.886, 4.989], [-3.277, -2.062, -4.177], [-3.740, 7.551, -7.425], [9.249, 3.476, 5.968], [-10.439, -0.105, 0.759], [4.005, 2.470, 6.668], [-1.297, 2.956, -4.797], [-2.919, 2.334, -5.424], [-3.416, -2.164, -5.833], [-8.913, -4.021, -4.549], [-6.431, -4.456, 0.647], [-1.881, 4.116, 6.354], [7.880, 4.450, 0.866], [-8.504, -3.187, -5.989], [3.907, 1.216, 5.372], [-10.473, -0.765, 2.436], [-5.100, 7.153, -6.264], [-2.783, 3.818, 7.726], [3.836, -7.139, 0.553], [3.368, -4.015, 5.495], [-2.580, -3.475, -5.086], [2.162, -3.692, -3.260], [3.236, 3.921, -1.927], [-11.663, -1.237, 1.229], [5.019, -7.320, 1.676], [-3.181, -1.320, 6.217], [-2.604, 2.758, -3.734], [1.638, -3.733, 5.272], [7.827, 3.322, 6.909], [8.168, 3.024, -0.104]]}